Density functional theory data (ωB97M-V with the def2-TZVPD basis set) for 3 unconnected molecules or ions with the total composition C4H10N2O2.

Computed properties:
E_LUMO	0.07	eV
HOMO level	-0.30484	Ha
E	-11383.582	eV
molar mass	118.14	u
maximum force	6.90	eV/Å
energy relative to the best compared isomer or geometry (same formula, charge and spin)	320.4	kJ/mol
SMILES	Cc1c[nH]cn1.O.O
spin multiplicity	1

Each atom is followed by the atoms it is bonded to, with distances in Å.
CARTESIAN COORDINATES (ANGSTROEM)
1 C -0.558 -3.165 0.764  C2 1.463, H7 1.078, H8 1.133, H9 1.246
2 C -0.332 -1.855 0.155  C1 1.463, C3 1.423, N6 1.442
3 C -0.239 -1.358 -1.175  C2 1.423, N4 1.440, H10 1.060
4 N -0.359 0.072 -1.064  C3 1.440, C5 1.358, H11 1.053
5 C -0.574 0.326 0.252  N4 1.358, N6 1.296, H12 1.124
6 N -0.545 -0.719 1.017  C2 1.442, C5 1.296
7 H -0.687 -3.931 0.017  C1 1.078
8 H 0.355 -3.185 1.434  C1 1.133
9 H -1.648 -3.020 1.351  C1 1.246
10 H 0.094 -1.692 -2.125  C3 1.060
11 H -0.282 0.659 -1.935  N4 1.053
12 H -0.908 1.315 0.670  C5 1.124
13 H -0.234 3.408 -2.469  O15 1.071
14 H -0.180 2.108 -3.448  O15 0.940
15 O 0.071 2.388 -2.586  H13 1.071, H14 0.940
16 H 1.877 1.845 2.530  O18 0.873
17 H 1.757 3.086 2.054  O18 0.955
18 O 1.979 2.642 2.870  H16 0.873, H17 0.955